# 1
# C15H18

A cluster of 2 separate species, C15H18 in total (ωB97M-V/def2-TZVPD, the Open Molecules 2025 dataset).

relative energy (zero: lowest compared OMol25 entry of this formula, charge and spin)	45.2	kcal/mol
E	-582.29368	a.u.
maximum force	4.1	eV/A
gap between HOMO and LUMO	9.6	eV
E_LUMO	0.924	eV

Last column: Mulliken charge in e.
Atoms and positions in Å:
C  0.425  1.275  -1.591  0.030
C  1.000  0.262  -2.552  -1.402
C  -1.008  0.928  -1.234  1.003
C  -1.741  1.896  -0.627  -0.697
C  -1.590  -0.189  -1.711  -0.752
C  -3.043  1.600  -0.142  -0.079
C  -2.912  -0.365  -1.465  -0.409
C  -3.686  0.503  -0.571  -0.759
H  1.077  1.456  -0.679  0.036
H  0.583  2.236  -2.221  0.304
H  0.742  0.432  -3.566  0.460
H  -1.340  2.855  -0.275  0.269
H  -0.961  -0.797  -2.333  0.170
H  -3.467  2.325  0.603  0.329
H  -3.399  -1.197  -1.834  0.447
H  -4.753  0.182  -0.395  0.318
H  0.455  -0.725  -2.485  0.345
H  2.018  0.125  -2.266  0.372
C  0.186  0.836  2.076  -1.326
C  3.067  -1.180  0.918  -0.667
C  2.282  -0.100  1.268  -0.393
C  2.641  -2.466  1.213  -0.407
C  1.037  -0.292  1.872  1.034
C  1.432  -2.667  1.917  -0.458
C  0.725  -1.550  2.346  -0.446
H  4.043  -1.082  0.471  0.389
H  2.512  0.893  1.130  0.531
H  3.218  -3.343  0.945  0.380
H  1.150  -3.706  2.151  0.361
H  -0.449  0.961  3.009  0.418
H  -0.662  0.868  1.377  0.112
H  -0.322  -1.744  2.788  0.211
H  0.742  1.773  1.862  0.278

# 2
# C15H18AsCl2NO7RuS

A structure of composition C15H18AsCl2NO7RuS (ωB97M-V/def2-TZVPD, the Open Molecules 2025 dataset).

total charge	-1
relative energy (zero: lowest compared OMol25 entry of this formula, charge and spin)	12.9	kcal/mol
⟨S²⟩	8.8028
E	-4813.03264	a.u.
spin multiplicity	6
maximum force	2.8	eV/A
gap between HOMO and LUMO (spin up / spin down)	7.3 / 7.2	eV
E_LUMO (spin up / spin down)	2.758 / 1.859	eV

Last column: Mulliken charge in e.
Atoms and positions in Å:
Ru  0.737  1.568  -0.469  0.876
Cl  -0.644  -4.487  0.874  -0.226
C  0.030  -3.039  1.603  0.396
Cl  1.719  -3.170  1.986  -0.163
H  -0.612  -2.909  2.542  0.233
H  -0.104  -2.248  0.909  -0.293
O  0.908  1.905  4.089  -0.619
As  0.120  0.997  2.766  1.091
O  0.252  -0.571  3.107  -0.703
O  0.986  1.789  1.548  -0.923
C  -1.721  1.576  2.894  0.295
C  -2.216  1.827  4.249  -0.605
C  -3.494  2.343  4.380  -0.581
C  -4.266  2.513  3.280  -0.483
C  -3.783  2.249  1.962  -0.535
C  -2.510  1.797  1.790  0.101
S  -2.192  1.159  0.104  1.602
O  -3.450  0.786  -0.562  -0.696
O  -1.552  2.360  -0.484  -0.735
O  -1.127  0.127  0.358  -0.426
H  1.338  1.217  4.564  0.301
H  -1.608  1.679  5.130  0.419
H  -3.999  2.296  5.322  0.328
H  -5.277  2.826  3.433  0.377
H  -4.414  2.246  1.063  0.393
O  -0.346  2.734  -3.102  -0.741
H  -0.021  1.810  -3.253  0.236
H  -1.144  2.617  -2.604  0.336
C  3.416  -0.421  -0.414  -1.200
C  2.868  -1.154  -1.617  0.942
C  3.431  -2.332  -2.080  -0.606
C  3.089  -2.938  -3.310  -0.924
C  1.989  -2.465  -3.956  -0.353
C  1.323  -1.316  -3.580  0.536
C  0.043  -0.847  -4.246  -1.027
C  1.778  -0.633  -2.397  0.401
N  1.164  0.494  -2.017  -0.644
H  3.996  -1.076  0.213  0.373
H  2.619  -0.058  0.207  0.190
H  4.100  0.405  -0.754  0.265
H  4.114  -2.881  -1.451  0.306
H  3.546  -3.770  -3.770  0.422
H  1.588  -2.968  -4.871  0.271
H  0.179  -1.055  -5.357  0.378
H  0.076  0.279  -4.205  0.171
H  -0.928  -1.261  -3.872  0.243

# 3
# C15H18BiN6O2S2

A structure of composition C15H18BiN6O2S2 (ωB97M-V/def2-TZVPD, the Open Molecules 2025 dataset).

total charge	+3
relative energy (zero: lowest compared OMol25 entry of this formula, charge and spin)	7.6	kcal/mol
E	-2071.49562	a.u.
maximum force	0.8	eV/A
gap between HOMO and LUMO	7.1	eV
E_LUMO	-10.041	eV

Last column: Mulliken charge in e.
Atoms and positions in Å:
Bi  0.934  -0.710  -0.827  1.464
N  3.988  1.106  -2.003  -0.327
C  3.979  0.676  -0.735  0.416
N  2.922  0.142  -0.101  -0.021
C  3.227  -0.171  1.238  -0.231
C  4.478  0.118  1.597  -0.237
S  5.355  0.800  0.279  -0.084
C  2.158  -0.771  2.033  -0.047
C  2.186  -1.059  3.328  -0.279
S  0.739  -1.833  3.839  -0.102
C  0.092  -1.752  2.255  0.501
N  0.931  -1.123  1.379  0.038
N  -1.100  -2.285  2.026  -0.197
H  3.187  1.034  -2.607  0.143
H  4.847  1.422  -2.431  0.246
H  4.963  -0.037  2.555  0.416
H  2.991  -0.880  4.032  0.453
H  -1.570  -2.752  2.788  0.257
H  -1.475  -2.528  1.124  0.107
N  -4.874  -3.623  -1.246  -0.374
C  -3.746  -3.126  -0.737  0.496
O  -2.970  -3.726  0.004  -0.655
C  -3.353  -1.698  -1.046  -0.132
C  -4.160  -0.576  -1.139  -0.173
C  -3.567  0.687  -1.126  -0.884
C  -2.201  0.794  -0.980  -0.203
N  -1.418  -0.310  -0.904  -0.011
C  -1.997  -1.508  -1.000  -0.666
H  -5.140  -4.566  -1.005  0.277
H  -5.452  -3.125  -1.900  0.205
H  -5.241  -0.664  -1.183  0.465
H  -4.169  1.586  -1.181  0.440
H  -1.721  1.760  -0.902  0.324
H  -1.358  -2.398  -0.988  1.081
C  0.741  2.626  0.753  -1.043
C  0.832  2.582  -0.732  1.022
C  0.955  3.841  -1.504  -1.303
O  0.820  1.496  -1.350  -0.570
H  -0.010  3.357  1.061  0.468
H  1.696  3.000  1.146  0.409
H  0.522  1.653  1.198  0.171
H  0.132  4.515  -1.246  0.396
H  0.979  3.665  -2.576  0.347
H  1.868  4.361  -1.187  0.397

# 4
# C15H18Br4F9NO3

A cluster of 2 separate species, C15H18Br4F9NO3 in total (ωB97M-V/def2-TZVPD, the Open Molecules 2025 dataset).

E	-12057.59816	a.u.
maximum force	9.0	eV/A
gap between HOMO and LUMO	9.3	eV
E_LUMO	0.391	eV

Last column: Mulliken charge in e.
Atoms and positions in Å:
N  -1.027  -2.670  1.390  -0.794
C  -0.500  -2.573  0.248  0.075
C  -0.418  -1.222  -0.518  -0.421
C  -1.728  -0.979  -1.298  1.569
C  -2.934  -0.281  -0.589  -1.502
C  -2.559  0.743  0.519  -0.695
C  -1.907  2.009  -0.013  1.003
F  -2.705  2.673  -0.881  -0.373
F  -0.747  1.751  -0.710  -0.334
C  -1.512  3.046  1.104  0.508
F  -1.569  4.305  0.671  -0.314
F  -2.491  2.948  2.051  -0.326
C  -0.170  2.719  1.837  0.632
F  0.105  1.409  1.897  -0.268
F  -0.329  3.121  3.118  -0.322
C  1.098  3.491  1.289  0.656
F  1.362  4.521  2.076  -0.249
F  2.150  2.653  1.413  -0.281
F  1.031  3.809  0.013  -0.232
C  -1.644  -0.286  -2.699  -0.567
O  -2.598  -1.008  -3.480  -0.335
C  -2.720  -2.261  -3.029  0.377
O  -3.210  -3.217  -3.540  -0.434
O  -2.101  -2.316  -1.705  -0.679
H  -1.339  -1.721  1.630  0.377
H  -0.074  -3.482  -0.200  0.203
H  0.453  -1.321  -1.191  0.440
H  -0.163  -0.438  0.206  0.048
H  -3.491  -1.085  -0.070  0.323
H  -3.641  0.133  -1.324  0.523
H  -3.507  1.019  1.009  0.491
H  -1.968  0.243  1.296  0.149
H  -0.618  -0.162  -3.075  0.350
H  -2.089  0.716  -2.620  0.339
Br  1.839  -5.574  -1.817  -0.172
C  0.364  -6.222  -2.913  -0.617
C  -0.015  -5.223  -3.974  -0.709
Br  -1.049  -3.742  -3.205  0.057
H  -0.454  -6.456  -2.237  0.370
H  0.731  -7.143  -3.365  0.380
H  -0.674  -5.680  -4.712  0.349
H  0.846  -4.793  -4.481  0.398
Br  5.741  1.398  3.757  -0.118
C  4.700  3.040  3.865  -0.304
C  5.588  4.254  3.920  -0.570
Br  6.380  4.479  5.685  -0.140
H  4.050  2.946  4.730  0.418
H  4.095  3.052  2.960  -0.013
H  5.007  5.159  3.752  0.341
H  6.408  4.215  3.209  0.392

# 5
# C15H18BrClINO2PPbS6

A structure of composition C15H18BrClINO2PPbS6 (ωB97M-V/def2-TZVPD, the Open Molecules 2025 dataset).

total charge	-2
relative energy (zero: lowest compared OMol25 entry of this formula, charge and spin)	11.3	kcal/mol
⟨S²⟩	0.7638
E	-7043.06135	a.u.
spin multiplicity	2
maximum force	0.5	eV/A
gap between HOMO and LUMO (spin up / spin down)	3.0 / 5.4	eV
E_LUMO (spin up / spin down)	3.474 / 3.474	eV

Last column: Mulliken charge in e.
Atoms and positions in Å:
Pb  -0.486  0.122  0.491  0.875
S  -0.227  0.824  3.094  -0.444
S  1.413  2.098  3.034  -0.159
S  1.107  3.260  1.391  -0.148
S  1.380  1.948  -0.186  -0.452
C  0.032  -6.217  1.637  -0.781
C  -0.653  -5.996  0.300  -0.363
O  -1.706  -5.049  0.396  -0.382
P  -1.457  -3.434  0.315  0.408
S  -3.175  -2.639  -0.180  -0.493
S  0.205  -3.044  -0.675  -0.520
O  -1.073  -3.072  1.859  -0.248
C  -2.031  -2.736  2.862  -0.040
C  -1.816  -3.627  4.070  -1.186
H  0.843  -6.943  1.529  0.381
H  -0.680  -6.582  2.381  0.200
H  0.449  -5.273  1.991  0.144
H  -1.118  -6.918  -0.060  0.286
H  0.076  -5.659  -0.440  0.289
H  -3.040  -2.837  2.464  0.427
H  -1.875  -1.689  3.132  -0.025
H  -1.890  -4.677  3.783  0.234
H  -2.573  -3.408  4.827  0.384
H  -0.827  -3.452  4.499  0.275
Cl  -4.592  2.792  -2.873  -0.313
C  -3.969  2.624  -1.236  0.317
C  -4.633  3.291  -0.185  -0.552
C  -4.029  3.123  1.100  -0.587
C  -2.921  2.346  1.256  -0.243
N  -2.301  1.688  0.216  -0.155
C  -2.855  1.870  -1.038  -0.468
H  -5.512  3.894  -0.353  0.414
H  -4.449  3.622  1.966  0.340
H  -2.464  2.214  2.228  0.291
H  -2.358  1.383  -1.868  0.339
Br  7.927  -0.989  0.622  -0.212
C  6.910  0.229  -0.417  0.278
C  7.614  1.069  -1.269  -0.441
C  6.939  2.012  -2.028  -0.372
C  5.561  2.107  -1.937  -0.700
C  4.858  1.260  -1.095  0.252
C  5.526  0.319  -0.320  -0.302
I  4.386  -0.941  0.888  0.303
H  8.689  0.968  -1.340  0.357
H  7.494  2.675  -2.680  0.339
H  5.022  2.853  -2.507  0.390
H  3.780  1.347  -1.014  0.063

# 6
# C15H18BrN3O2

The molecule C15H18BrN3O2 (ωB97M-V/def2-TZVPD, the Open Molecules 2025 dataset).

relative energy (zero: lowest compared OMol25 entry of this formula, charge and spin)	0.0	kcal/mol
E	-3471.16786	a.u.
maximum force	1.1	eV/A
gap between HOMO and LUMO	9.2	eV
E_LUMO	0.296	eV

Last column: Mulliken charge in e.
Atoms and positions in Å:
O  0.252  0.357  0.588  -0.692
C  -0.217  0.688  -0.492  0.374
N  -1.382  0.322  -1.041  0.095
N  -2.451  -0.326  -0.477  -0.945
C  -2.376  -1.465  0.079  0.610
C  -3.671  -1.971  0.638  -0.736
H  -4.415  -1.182  0.525  0.383
H  -3.991  -2.826  0.035  0.251
C  -3.594  -2.407  2.105  -0.696
C  -2.771  -3.680  2.308  -0.639
C  -1.272  -3.442  2.521  -0.832
C  -0.652  -2.347  1.652  -0.481
C  -1.162  -2.333  0.202  -0.951
H  -0.378  -1.953  -0.455  0.336
H  -1.407  -3.348  -0.114  0.549
H  0.430  -2.489  1.641  0.451
H  -0.830  -1.365  2.089  0.312
H  -1.098  -3.176  3.566  0.356
H  -0.753  -4.385  2.337  0.317
H  -3.148  -4.215  3.183  0.346
H  -2.925  -4.337  1.449  0.323
H  -3.192  -1.597  2.713  0.410
H  -4.617  -2.592  2.439  0.332
H  -1.634  0.846  -1.878  0.299
C  0.537  1.654  -1.415  0.741
O  0.073  2.023  -2.477  -0.719
N  1.723  1.980  -0.864  -0.022
C  2.725  2.820  -1.334  0.662
C  2.624  3.464  -2.564  -0.432
C  3.658  4.286  -2.972  -0.113
C  4.787  4.486  -2.196  -0.474
C  4.875  3.839  -0.975  -0.525
C  3.857  3.012  -0.542  -0.591
H  3.931  2.510  0.411  0.364
H  5.749  3.985  -0.358  0.372
H  5.578  5.133  -2.540  0.398
Br  3.521  5.167  -4.654  -0.186
H  1.751  3.321  -3.180  0.615
H  1.866  1.543  0.047  0.137